The following is a DFT calculation (ωB97M-V with the def2-TZVPD basis set) of the molecule C6H12.

Last column: Löwdin charge in e.
Element x y z (Å)
H  0.737  -0.207  -1.863  0.1004
H  -1.138  -2.064  0.861  0.0841
H  2.760  -0.809  0.289  0.0980
C  -0.272  -0.219  0.102  -0.4597
H  0.922  -1.745  -0.970  0.1114
H  2.461  0.817  -0.326  0.0959
C  1.964  -0.088  0.047  -0.1559
H  0.299  1.099  0.657  0.0602
C  0.845  -0.656  -0.876  -0.1324
H  0.902  0.213  2.155  0.1096
H  -1.932  -0.568  1.384  0.0858
C  -1.430  -1.059  0.540  -0.0685
C  -1.055  1.294  -0.555  -0.0457
H  -2.131  -1.121  -0.294  0.0765
C  0.851  0.223  1.063  -0.1464
H  -0.406  2.165  -0.843  0.0752
H  -1.830  1.744  0.106  0.0648
H  -1.547  0.978  -1.475  0.0465

Output
* LUMO level: 1.0 eV
* SMILES string: CC1(C)CCC1
* energy above the lowest of the compared OMol25 structures with the same formula, charge and spin: 86.0 kcal/mol
* maximum force: 4.0 eV Å⁻¹
* electronic energy: -6413.210 eV
* orbital gap: 9.61 eV

The following is a DFT calculation (ωB97M-V with the def2-TZVPD basis set) of a structure of composition C41H40LiO2P2S6.

Last column: Löwdin charge in e.
Element x y z (Å)
H  2.072  3.769  3.408  0.0994
H  -2.411  -6.780  -5.421  0.0950
C  3.517  0.980  2.302  -0.1099
H  1.188  3.080  -5.627  0.1036
C  3.815  0.097  3.335  -0.0921
H  -3.484  -2.112  0.396  0.0736
C  2.936  1.728  -2.469  -0.1324
C  2.827  -0.280  4.229  -0.0963
H  4.716  2.648  -3.230  0.0929
C  -2.163  -6.049  -4.661  -0.0944
H  -3.678  -4.657  -5.281  0.1070
H  -1.217  -1.236  2.258  0.1133
C  -0.439  5.888  1.400  -0.0930
H  1.222  -0.717  1.147  0.0800
H  2.370  -1.153  -2.957  0.0605
H  2.598  -2.643  1.746  0.0988
O  -2.211  -1.916  -1.582  -0.6340
C  1.038  3.970  1.533  -0.3782
C  -3.082  0.981  2.327  -0.3654
C  -1.489  -3.859  -0.074  -0.3089
P  1.892  2.564  0.696  1.0637
C  -3.091  -1.538  1.233  -0.3356
C  0.436  1.696  -0.045  -0.5078
H  -0.111  4.525  -0.205  0.1034
C  2.234  1.490  2.150  -0.4159
C  -1.516  -4.177  -2.749  -0.4171
C  -2.429  2.188  2.135  -0.0728
S  -2.706  1.695  -3.708  -0.2150
C  -2.558  -3.915  -3.620  -0.0928
C  1.366  4.357  2.834  -0.1078
S  -3.666  0.132  0.851  1.0033
C  -2.015  2.927  3.236  -0.0692
O  -2.813  0.659  -0.254  -0.5804
C  2.553  -2.324  0.711  -0.1060
H  0.064  -5.514  -2.165  0.1070
H  -1.142  6.481  0.828  0.1037
C  -0.119  6.248  2.702  -0.1121
S  -0.063  -1.527  -4.110  -0.0747
H  -0.224  2.463  -0.460  0.0303
C  2.437  -1.467  -1.922  -0.1345
C  -0.779  -5.348  -2.826  -0.0946
H  3.054  -0.973  5.029  0.0972
H  -0.010  -3.110  1.284  0.0876
H  -3.880  -0.418  3.761  0.1019
H  -0.952  -4.808  -0.122  0.0845
H  -3.607  -1.854  2.144  0.0882
H  -0.573  7.121  3.154  0.0968
H  3.864  -3.869  0.000  0.0924
C  0.794  5.481  3.413  -0.1022
H  -3.112  0.881  5.704  0.1007
H  -3.071  -2.962  -3.564  0.0740
H  -1.151  -1.063  0.509  0.0676
C  3.030  2.963  -4.528  -0.1028
C  -2.921  1.249  4.704  -0.0847
H  3.436  1.332  -1.593  0.0809
H  -1.918  3.026  5.375  0.1032
C  1.249  1.113  3.065  -0.1119
H  -2.247  2.530  1.124  0.1044
C  1.715  -0.770  -0.947  -0.3793
H  -2.558  -4.073  -0.136  0.0969
C  -2.252  2.454  4.518  -0.0801
C  1.540  0.234  4.095  -0.0803
H  1.062  5.755  4.426  0.0985
C  -1.581  -1.660  1.317  -0.2462
C  0.957  1.968  -3.816  -0.1106
C  -1.112  -6.292  -3.786  -0.0936
H  3.596  3.534  -5.254  0.0924
C  3.199  -2.573  -1.584  -0.0789
C  -3.348  0.514  3.609  -0.0893
S  -3.128  -0.179  -4.472  -0.2728
C  -2.880  -4.863  -4.579  -0.0655
H  -0.160  1.196  0.724  0.0178
S  -1.489  -0.940  -5.479  -0.1749
H  4.817  -0.304  3.429  0.1003
C  -1.099  -3.110  1.204  -0.2206
H  0.763  -0.054  4.792  0.0998
C  1.578  1.483  -2.667  -0.3901
H  -0.541  -7.208  -3.862  0.0962
H  0.243  1.505  2.968  0.0897
H  3.738  -3.104  -2.359  0.1019
C  3.660  2.465  -3.393  -0.1001
C  1.779  -1.221  0.368  -0.1223
H  4.285  1.257  1.589  0.0982
P  0.546  0.532  -1.496  0.9819
Li  -2.142  -0.038  -2.151  0.3471
C  3.263  -3.007  -0.264  -0.1005
S  -1.074  -2.903  -1.573  0.8884
C  1.682  2.714  -4.736  -0.0755
C  0.141  4.768  0.820  -0.1065
H  -1.475  -3.688  2.056  0.1144
H  -0.091  1.749  -3.992  0.0063
H  -1.495  3.864  3.085  0.0851

Output
* LUMO level: 2.0 eV
* energy above the lowest of the compared OMol25 structures with the same formula, charge and spin: 0.0 kcal/mol
* maximum force: 0.2 eV Å⁻¹
* electronic energy: -131059.480 eV
* orbital gap: 4.99 eV
* total charge: -1

The following is a DFT calculation (ωB97M-V with the def2-TZVPD basis set) of a structure of composition C30H29IrN12OS.

Last column: Löwdin charge in e.
Element x y z (Å)
H  -6.599  -3.285  -0.419  0.0768
H  -2.253  6.310  -1.071  0.1217
C  -0.466  -5.719  1.173  0.0467
C  -4.235  4.409  -0.740  -0.0083
H  -1.306  -6.283  0.797  0.1368
C  -1.481  5.613  -1.345  0.0432
C  -0.036  -4.579  0.507  -0.1649
N  3.176  1.672  -1.262  -0.1201
H  1.795  5.516  -2.226  0.1198
C  4.566  1.287  -1.171  -0.0510
H  6.048  2.716  0.640  0.1348
H  -2.453  -0.450  1.242  0.1264
H  -6.734  -1.300  -1.868  0.1251
C  -6.192  -2.345  -0.065  -0.0787
H  0.010  7.139  -1.661  0.1214
C  1.673  -4.267  2.187  -0.1010
C  -4.275  0.483  -1.168  -0.8064
H  -5.942  0.275  -0.104  0.1526
S  -3.239  -0.063  -2.454  0.6405
N  2.826  2.937  -1.224  0.1750
C  5.474  0.278  2.919  0.0371
C  -0.190  6.079  -1.678  -0.0401
C  -0.729  -4.038  -0.724  -0.0454
C  -5.841  -1.463  -1.256  -0.2582
H  -0.080  -4.087  -1.603  0.1477
H  -5.075  3.730  -0.624  0.0748
C  1.250  -5.420  2.845  0.0413
N  3.410  -3.430  3.782  0.1907
H  0.782  3.360  -3.051  0.1678
C  0.536  3.736  -2.042  -0.2580
H  2.197  -0.214  -1.256  0.1309
C  1.036  -3.868  1.013  0.0563
C  2.735  -3.419  2.668  -0.1972
C  4.420  -0.230  0.809  0.0443
C  -1.731  4.240  -1.344  -0.2160
H  6.601  2.089  2.954  0.1276
N  -5.355  -0.185  -0.791  -0.0043
N  -0.810  3.335  -1.699  -0.1052
H  3.850  -0.917  0.203  0.1183
C  4.067  -1.759  2.655  -0.1976
Ir  -1.097  1.483  -1.181  1.1352
H  -1.644  -4.597  -0.931  0.1441
C  -2.992  3.631  -0.968  -0.2447
H  -0.007  -1.526  -1.948  0.1364
C  5.973  1.443  2.364  -0.0067
O  3.118  -2.367  1.906  0.1371
H  1.750  -5.729  3.750  0.1364
H  -6.945  -1.864  0.556  0.0770
N  -2.957  2.317  -0.915  -0.1787
H  1.200  3.359  -0.035  0.1732
H  5.687  0.005  3.940  0.1354
C  2.110  0.854  -1.199  -0.0916
N  0.992  1.525  -1.086  -0.0534
C  -1.900  -1.022  0.527  -0.1823
H  -4.148  5.017  0.161  0.0978
N  -1.069  -2.654  -0.483  -0.1238
C  4.903  0.947  0.267  -0.1637
H  -5.076  -1.924  -1.885  0.0780
H  5.155  2.138  -1.515  0.1411
N  4.229  -2.400  3.777  0.1876
N  -1.153  -0.482  -0.470  -0.1705
N  -4.055  1.656  -0.609  -0.0277
C  4.680  -0.560  2.140  -0.1098
C  0.188  -6.138  2.324  -0.0027
H  4.740  0.423  -1.817  0.1455
H  -0.147  -7.031  2.827  0.1285
N  -1.856  -2.323  0.536  0.1481
C  -0.640  -1.549  -1.085  -0.1697
H  -4.430  5.086  -1.570  0.0968
H  -5.314  -2.551  0.541  0.0650
C  5.674  1.793  1.055  0.0365
C  1.421  2.931  -1.034  -0.3096
C  0.792  5.204  -1.990  0.0034
H  1.382  -2.981  0.504  0.1264

Output
* LUMO level (alpha / beta): -6.3 / -9.9 eV
* energy above the lowest of the compared OMol25 structures with the same formula, charge and spin: 36.0 kcal/mol
* 2S+1: 5
* maximum force: 2.2 eV Å⁻¹
* electronic energy: -65164.638 eV
* orbital gap (alpha / beta): 5.60 / 2.18 eV
* total charge: +2